A single C16H20N6 molecule. Source: the Open Molecules 2025 dataset; level of theory: wB97M-V/def2-TZVPD.

Last column: Löwdin charge in e.
Cartesian coordinates (Å):
N (-0.66463, -0.23123, -1.12465)  0.16
C (0.24666, -2.58542, -0.70480)  -0.12
C (-2.35796, 4.60506, -1.77324)  -0.11
H (2.25104, -2.64162, 0.14273)  0.10
N (-0.17906, 0.50373, 3.38176)  0.15
C (-0.60376, 1.10885, 2.27017)  -0.04
H (1.97242, -3.76214, -1.20034)  0.11
C (-1.41367, 4.55190, -0.79704)  -0.09
H (0.81849, -0.14582, 5.90855)  0.07
H (-2.71825, 5.59693, -2.05607)  0.10
C (-0.95287, 3.29828, -0.29587)  -0.02
H (2.34711, -0.77098, -1.45445)  0.10
H (2.73945, -1.06088, -3.72665)  0.10
N (0.71423, -1.61549, -3.51431)  0.00
C (-1.42782, 2.09424, -0.85341)  -0.16
N (0.59633, -1.47417, 4.31754)  -0.02
C (-0.54509, 0.48720, 1.04449)  -0.09
H (3.56891, -2.01390, -1.72778)  0.12
H (0.59296, -1.23157, -4.43718)  0.07
C (-0.87798, 0.79934, -0.35468)  -0.17
C (-2.84771, 3.41226, -2.35876)  -0.06
H (-0.16111, -3.22628, 0.04564)  0.10
H (2.43345, -2.80506, -3.65500)  0.12
H (-2.69433, 1.21886, -2.28520)  0.11
H (-0.80451, -0.87854, 5.78883)  0.07
C (-2.37687, 2.17830, -1.87239)  -0.04
H (0.33398, -0.96062, -2.82358)  0.03
C (0.27301, -1.06690, 5.69166)  -0.09
H (-0.23107, -2.79040, -1.66424)  0.11
C (2.49600, -1.77241, -1.80399)  -0.22
C (-0.09051, -0.79376, 1.02203)  -0.23
N (0.27114, -1.45133, 2.12588)  0.20
C (0.23718, -0.74838, 3.22243)  -0.46
C (1.78727, -2.75063, -0.84558)  -0.16
H (-1.02739, 2.08634, 2.40888)  0.11
H (-0.20668, 3.34419, 0.48653)  0.10
H (-3.59788, 3.41696, -3.14237)  0.10
N (-0.15319, -1.22357, -0.29101)  -0.05
H (0.59861, -2.46919, 4.06555)  0.13
H (0.58018, -1.86714, 6.41376)  0.09
C (2.11650, -1.82150, -3.24424)  -0.32
H (-1.04258, 5.45652, -0.32959)  0.10

For the LUMO energy, the calculation gives 0.43 eV. The structure (SMILES) is CNc1ncc2c(-c3ccccc3)nn(CCCCN)c2n1. The energy relative to the best compared isomer or geometry (same formula, charge and spin) comes out at 0.0 kJ/mol. Its total charge is 0. The molar mass is 296.4 g mol⁻¹.

A molecular structure, H26KrO13. Source: the Open Molecules 2025 dataset; level of theory: wB97M-V/def2-TZVPD.

Last column: Löwdin charge in e.
Cartesian coordinates (Å):
O (-0.85762, -2.01410, 3.29945)  -0.04
O (-3.27104, -0.65453, -1.79052)  -0.05
H (-0.16917, -1.90468, -2.63176)  -0.03
O (2.31477, -3.37931, -0.86641)  -0.06
H (-0.29427, -2.62105, 2.81937)  0.05
H (-4.17734, -0.72020, -2.09141)  0.07
O (-0.99805, 3.42423, -0.26892)  -0.08
O (1.13398, 2.70995, 3.63032)  -0.08
O (-2.99257, -1.61264, 0.94206)  -0.06
H (1.21831, -0.62992, -3.92715)  0.07
H (-1.41089, -1.61708, 2.62677)  0.01
H (1.21916, 0.43743, -2.85353)  0.00
H (-3.03118, 0.25851, -1.94883)  0.01
O (0.91746, -0.45247, -3.03595)  -0.05
Kr (-0.09628, 0.33420, 0.27759)  0.43
H (-3.80323, 2.13188, -0.63083)  0.06
H (-1.58061, -1.78617, -2.09725)  -0.02
O (-3.37825, 2.15525, -1.48820)  -0.05
H (-0.89745, 4.28221, -0.68121)  0.05
H (1.41129, -3.54200, -0.59529)  0.03
O (0.80011, 0.11038, 3.84163)  -0.09
H (1.58291, 2.00880, -1.40830)  0.02
H (2.69365, -0.30907, -1.42192)  0.04
H (0.26126, -0.67919, 3.89111)  0.00
H (3.06624, -1.41939, 2.15683)  0.06
H (-2.93214, -1.06774, 0.15742)  -0.03
H (2.69328, -0.40706, 1.09476)  -0.03
H (2.07383, 2.54567, 3.55335)  0.02
H (3.91563, -1.00832, -0.86541)  0.09
H (1.11512, 3.31657, -2.01065)  0.07
H (-2.53158, 2.57093, -1.32513)  0.00
H (2.44967, -2.44570, -0.70392)  -0.05
H (1.27990, 0.02227, 3.01806)  -0.04
H (-3.78276, -1.30608, 1.38686)  0.04
O (2.99970, -0.81279, -0.66772)  -0.06
H (0.74331, 1.83914, 3.70309)  -0.04
O (0.96083, 2.37229, -2.03848)  -0.07
H (-0.43028, 2.84543, -0.77770)  -0.06
O (2.68881, -0.54732, 2.04162)  -0.06
O (-0.90464, -2.42835, -2.31381)  -0.07

For the LUMO energy, the calculation gives -0.67 eV. The energy relative to the best compared isomer or geometry (same formula, charge and spin) comes out at 79.6 kJ/mol. Its total charge is 0. The molar mass is 318.0 g mol⁻¹.

A molecular structure, C9H26AuN2O7. Source: the Open Molecules 2025 dataset; level of theory: wB97M-V/def2-TZVPD.

Last column: Mulliken spin population.
Cartesian coordinates (Å):
N (-1.21402, -0.82821, -1.86520)  0.56
H (-4.32893, -0.29779, -2.26309)  0.01
H (4.06448, -1.87097, -0.93143)  0.00
H (2.54122, -1.93426, -1.33935)  0.00
O (0.78322, 0.58330, 2.23694)  0.00
H (0.62030, 1.72559, -2.19128)  0.00
H (-1.27515, 2.99557, 0.08226)  0.00
H (2.90528, 0.04636, 0.02079)  0.00
H (-0.31611, 1.78156, 0.24483)  0.00
C (1.49911, -2.75659, 0.63031)  -0.05
H (2.34722, 1.25433, -2.09986)  0.00
O (1.26283, 1.25551, -0.30239)  0.01
H (-0.76564, 1.28447, 3.36976)  0.00
C (1.53572, 1.80392, -1.59517)  0.00
Au (0.03979, -1.78068, -0.64354)  0.03
H (-3.59143, 1.27941, -1.94549)  0.02
O (-1.40858, -1.04497, 1.96852)  0.09
H (3.16468, 1.78695, 0.34384)  0.00
H (2.01015, -2.06687, 1.28646)  0.01
H (-0.01023, -1.13805, -3.21996)  0.00
H (0.20967, 2.55520, 2.57435)  0.00
H (-3.39937, 0.92195, 1.27437)  0.02
C (-2.38550, -0.39085, -1.40250)  0.24
C (2.16224, 0.73175, 1.91918)  0.00
C (-3.66165, -0.04150, 0.81379)  0.00
N (-1.45439, -1.09166, 0.61072)  0.55
O (1.12186, -2.02597, -2.28957)  -0.01
H (1.05087, -2.96112, -2.56035)  0.00
C (-3.38171, 0.25727, -2.28780)  0.01
H (0.86517, 1.68561, 4.01591)  0.00
O (-0.87744, -0.62551, -3.18553)  0.22
O (-1.19033, 2.14001, 0.53644)  0.00
C (2.44484, 0.95658, 0.44281)  0.00
H (-4.52871, 0.12784, 0.16513)  0.00
H (-3.01738, 0.29099, -3.31755)  0.01
H (1.82844, 2.86369, -1.50479)  0.00
O (3.15702, -1.87835, -0.55963)  0.00
H (2.59798, 1.57806, 2.47085)  0.00
H (-0.59604, -0.49715, 2.17084)  0.02
H (2.66487, -0.19039, 2.23235)  0.00
H (-3.95303, -0.74435, 1.60246)  0.01
H (0.70421, -3.24087, 1.24519)  0.00
H (2.04961, -3.53572, 0.13159)  0.00
C (0.25123, 1.59411, 3.10513)  0.00
C (-2.52636, -0.55820, 0.00966)  0.25

As for the expectation value of S²: 2.01. For the LUMO energy (alpha / beta), the calculation gives -3.85 / -6.95 eV. The energy relative to the best compared isomer or geometry (same formula, charge and spin) comes out at 11.2 kJ/mol. As for the spin multiplicity: 3. Its total charge is +1. The molar mass is 471.3 g mol⁻¹.

2 unconnected molecules or ions with the total composition CH7NOS. Source: the Open Molecules 2025 dataset; level of theory: wB97M-V/def2-TZVPD.

Last column: Löwdin charge in e.
Cartesian coordinates (Å):
H (0.72064, -1.00548, -1.04288)  0.09
H (1.78513, 0.62635, 1.61868)  -0.20
O (0.28906, -0.62513, -0.24319)  -0.14
H (-1.73284, 1.48249, -0.68704)  0.07
C (-1.14855, -0.32900, -0.33326)  -0.38
H (-1.80940, -1.20015, -0.40741)  0.10
H (3.48642, -0.21408, 1.40716)  -0.19
S (2.38990, -0.45170, 2.22838)  0.42
H (-1.46943, 0.15111, 0.72500)  0.16
N (-1.46255, 0.65426, -1.19670)  0.00
H (-1.04836, 0.91132, -2.06874)  0.08

For the LUMO energy, the calculation gives 0.86 eV. The structure (SMILES) is NCO.S. The energy relative to the best compared isomer or geometry (same formula, charge and spin) comes out at 100.2 kJ/mol. Its total charge is 0. The molar mass is 81.1 g mol⁻¹.

A single C4H5FO2 molecule. Source: the Open Molecules 2025 dataset; level of theory: wB97M-V/def2-TZVPD.

Last column: Löwdin charge in e.
Cartesian coordinates (Å):
C (-0.54530, -1.72878, -0.60744)  -0.39
H (0.42404, 1.36322, 1.71430)  0.08
H (1.45125, 1.24486, -0.58851)  0.13
F (-1.02605, -1.82055, 0.65340)  0.11
H (-0.28183, 1.12424, -1.30232)  0.12
O (1.61715, -1.26644, -0.23603)  0.13
O (-0.73641, -2.54326, -1.44168)  0.21
H (-0.71535, 2.08354, 0.77590)  0.04
H (-0.93235, 0.31495, 1.20158)  0.09
C (0.54520, -0.72697, -0.49087)  -0.32
C (0.43638, 0.80249, -0.53345)  -0.11
C (-0.23674, 1.15270, 0.85512)  -0.08

For the LUMO energy, the calculation gives 0.53 eV. The structure (SMILES) is CCC(=O)C(=O)F. The energy relative to the best compared isomer or geometry (same formula, charge and spin) comes out at 87.4 kJ/mol. Its total charge is 0. The molar mass is 104.1 g mol⁻¹.

A single C3H10N2S molecule. Source: the Open Molecules 2025 dataset; level of theory: wB97M-V/def2-TZVPD.

Last column: Löwdin charge in e.
Cartesian coordinates (Å):
C (-0.23323, 0.24111, 0.11573)  -0.50
H (-0.80095, 0.84586, 0.86245)  0.14
H (0.65623, -1.05937, 1.54205)  0.14
N (1.81312, 0.69806, 1.51500)  0.02
H (-0.19897, -1.37554, -1.12473)  0.05
H (0.94939, 0.75085, -1.44367)  0.10
H (2.00851, 1.56161, 1.13424)  0.04
H (-0.57962, 1.30411, -1.55666)  -0.01
H (1.59944, -0.64150, 0.13277)  0.10
H (-3.21114, -1.23028, -1.49372)  -0.14
S (-2.27070, -0.29344, -1.71529)  0.72
H (1.56111, 0.80081, 2.51786)  0.09
C (-1.00752, -0.89542, -0.61740)  -0.56
H (-1.42933, -1.72471, 0.15109)  0.13
N (0.17904, 1.23898, -0.89859)  0.01
C (0.96464, -0.22114, 0.87887)  -0.33

For the LUMO energy, the calculation gives 0.80 eV. The structure (SMILES) is NC[C@@H](N)CS. The energy relative to the best compared isomer or geometry (same formula, charge and spin) comes out at 91.8 kJ/mol. Its total charge is 0. The molar mass is 106.2 g mol⁻¹.

A molecular structure, C2H2INO2. Source: the Open Molecules 2025 dataset; level of theory: wB97M-V/def2-TZVPD.

Last column: Löwdin charge in e.
Cartesian coordinates (Å):
H (1.89851, 1.25061, 0.33411)  0.15
C (0.74115, -0.56868, -0.04372)  -0.42
N (1.03204, 0.68945, 0.16412)  0.09
I (-2.17625, 1.25709, -0.13572)  0.80
C (-1.24584, -0.70214, -0.15266)  -0.66
O (1.39066, -1.61522, -0.08859)  0.06
O (-1.87055, -1.70656, -0.14844)  0.01
H (0.23029, 1.39545, 0.07091)  -0.03

For the LUMO energy, the calculation gives -0.26 eV. The energy relative to the best compared isomer or geometry (same formula, charge and spin) comes out at 121.9 kJ/mol. Its total charge is 0. The molar mass is 198.9 g mol⁻¹.

Number 1: largest force on an atom 2.75 eV Å⁻¹, DFT total energy -25857.3055 eV. Number 2: largest force on an atom 1.26 eV Å⁻¹, DFT total energy -101969.9375 eV. Number 3: largest force on an atom 4.77 eV Å⁻¹, DFT total energy -30745.1288 eV. Number 4: largest force on an atom 4.36 eV Å⁻¹, DFT total energy -15521.9241 eV. Number 5: largest force on an atom 3.65 eV Å⁻¹, DFT total energy -11040.5803 eV. Number 6: largest force on an atom 4.48 eV Å⁻¹, DFT total energy -17087.6530 eV. Number 7: largest force on an atom 3.92 eV Å⁻¹, DFT total energy -15790.8481 eV.